Formula: C27H33OSi
Source: the OMol25 dataset
Level of theory: wB97M-V/def2-TZVPD

strongest force on any atom	1.43	eV/Å
net charge	+1
2S+1	1
HOMO-LUMO gap	4.99	eV

Atoms and positions in Å:
C -2.329 -1.593 3.396
C -3.072 -0.756 2.419
C -2.738 0.514 2.147
C -3.491 1.376 1.202
Si -4.808 2.430 2.120
C -5.724 3.480 0.869
C -6.019 1.300 2.989
C -3.960 3.531 3.370
H -2.824 -2.559 3.526
H -1.297 -1.779 3.069
H -2.262 -1.105 4.376
H -3.930 -1.217 1.933
H -1.878 0.968 2.644
H -2.840 2.096 0.683
H -4.055 0.778 0.468
H -6.489 4.085 1.379
H -5.042 4.165 0.347
H -6.230 2.856 0.119
H -6.792 1.900 3.492
H -6.522 0.631 2.277
H -5.521 0.681 3.748
H -4.707 4.138 3.903
H -3.408 2.939 4.112
H -3.254 4.217 2.879
C 5.245 -3.246 4.160
C 4.256 -2.733 3.166
C 2.879 -2.852 3.413
C 1.958 -2.365 2.504
C 2.367 -1.728 1.283
C 1.357 -1.201 0.436
C 1.493 -0.394 -0.729
C 2.704 0.193 -1.203
C 2.766 0.876 -2.409
C 1.593 1.060 -3.147
O 1.636 1.683 -4.392
C 1.983 0.934 -5.525
C 0.954 0.581 -6.402
C 1.246 -0.267 -7.468
C 2.556 -0.706 -7.675
C 3.580 -0.298 -6.818
C 3.305 0.542 -5.736
C 0.349 0.637 -2.651
C 0.313 -0.098 -1.484
C 3.774 -1.716 1.018
C 4.685 -2.157 1.964
H 6.263 -3.004 3.846
H 5.079 -2.818 5.154
H 5.179 -4.336 4.273
H 2.548 -3.336 4.335
H 0.887 -2.463 2.696
H 0.331 -1.466 0.706
H 3.619 0.131 -0.623
H 3.712 1.270 -2.789
H -0.053 0.947 -6.203
H 0.437 -0.573 -8.131
H 2.778 -1.363 -8.516
H 4.607 -0.631 -6.978
H 4.084 0.882 -5.051
H -0.556 0.866 -3.216
H -0.645 -0.465 -1.109
H 4.159 -1.385 0.058
H 5.760 -2.076 1.776


Formula: C27H34BBrN
Source: the OMol25 dataset
Level of theory: wB97M-V/def2-TZVPD

strongest force on any atom	1.37	eV/Å
net charge	+1
2S+1	1
HOMO-LUMO gap	5.83	eV

Atoms and positions in Å:
C 4.364 5.149 -3.163
C 3.022 5.133 -3.568
C 2.156 4.145 -3.106
C 2.619 3.112 -2.260
C 1.712 2.074 -1.756
C 0.341 2.370 -1.572
C -0.722 1.506 -1.329
C -2.086 1.909 -1.604
C -3.161 0.987 -1.485
C -4.484 1.381 -1.685
C -4.793 2.712 -2.005
C -3.747 3.621 -2.200
C -2.421 3.226 -2.040
C 2.268 0.755 -1.478
C 1.804 -0.035 -0.411
C 2.105 -1.392 -0.362
C 3.107 -1.926 -1.172
C 3.699 -1.118 -2.148
C 3.275 0.198 -2.308
C 3.987 3.126 -1.892
C 4.843 4.139 -2.316
H 5.034 5.935 -3.509
H 2.651 5.903 -4.245
H 1.113 4.142 -3.424
H 0.101 3.430 -1.692
H -0.559 0.476 -1.010
H -2.927 -0.053 -1.256
H -5.283 0.644 -1.616
H -5.834 3.022 -2.146
H -3.972 4.642 -2.517
H -1.634 3.947 -2.256
H 1.184 0.425 0.356
H 1.567 -2.042 0.324
H 3.406 -2.966 -1.040
H 4.471 -1.533 -2.797
H 3.697 0.797 -3.117
H 4.380 2.327 -1.262
H 5.884 4.133 -1.993
C -1.095 -5.117 1.915
C -0.468 -3.742 1.733
N -0.945 -2.698 2.761
C -2.459 -2.598 2.727
C -2.968 -2.023 1.424
C -0.472 -3.205 4.136
C -0.932 -2.356 5.302
B -0.303 -1.262 2.429
Br 1.716 -1.373 2.885
H -0.499 -0.822 1.259
H -0.655 -5.783 1.162
H -0.872 -5.552 2.897
H -2.177 -5.126 1.736
H 0.630 -3.787 1.817
H -0.702 -3.341 0.737
H -2.851 -3.604 2.897
H -2.740 -1.968 3.574
H -4.058 -1.941 1.474
H -2.590 -1.013 1.254
H -2.735 -2.643 0.552
H -0.819 -4.242 4.229
H 0.634 -3.218 4.085
H -0.781 -2.941 6.216
H -0.332 -1.447 5.392
H -1.991 -2.086 5.274
H -0.703 -0.411 3.193


Formula: C27H34BCsF5I2N6S4
Source: the OMol25 dataset
Level of theory: wB97M-V/def2-TZVPD

strongest force on any atom	0.63	eV/Å
net charge	-1
2S+1	1
HOMO-LUMO gap	4.81	eV

Atoms and positions in Å:
Cs -0.079 -0.018 -0.664
C 2.456 -4.458 -0.641
C 3.061 -4.295 0.749
C 4.281 -3.375 0.633
C 3.476 -5.685 1.242
N 2.155 -3.701 1.768
C 2.621 -3.556 3.068
C 1.643 -2.982 3.782
N 0.573 -2.757 2.947
B -0.629 -2.005 3.584
N -0.255 -0.563 4.018
C -0.974 -0.031 5.064
C -0.565 1.229 5.258
N 0.429 1.492 4.324
C 0.596 0.378 3.542
S 1.721 0.140 2.284
C 1.096 2.824 4.361
C 0.005 3.891 4.211
C 2.137 3.061 3.273
C 1.791 2.950 5.719
N -1.946 -2.105 2.783
C -2.544 -3.344 2.747
C -3.635 -3.259 1.974
N -3.732 -1.949 1.529
C -2.672 -1.242 2.028
S -2.334 0.425 1.847
C -4.895 -1.579 0.661
C -4.939 -0.117 0.237
C -6.165 -1.880 1.463
C -4.825 -2.445 -0.600
C 0.878 -3.199 1.704
S -0.164 -3.163 0.359
H 3.229 -4.919 -1.261
H 2.169 -3.507 -1.079
H 1.575 -5.092 -0.636
H 4.968 -3.768 -0.118
H 4.824 -3.289 1.575
H 3.966 -2.376 0.332
H 4.146 -6.141 0.512
H 2.597 -6.322 1.350
H 3.995 -5.651 2.199
H 3.606 -3.860 3.365
H 1.616 -2.687 4.815
H -0.843 -2.590 4.628
H -1.727 -0.608 5.569
H -0.885 1.956 5.979
H -0.535 3.745 3.277
H 0.464 4.881 4.196
H -0.715 3.870 5.028
H 1.710 2.989 2.278
H 2.961 2.357 3.330
H 2.514 4.075 3.427
H 1.090 2.867 6.549
H 2.284 3.922 5.786
H 2.547 2.171 5.826
H -2.116 -4.186 3.260
H -4.345 -4.012 1.695
H -4.998 0.556 1.088
H -5.841 -0.008 -0.370
H -4.087 0.158 -0.376
H -6.186 -1.285 2.377
H -6.249 -2.932 1.733
H -7.035 -1.618 0.859
H -3.914 -2.228 -1.159
H -5.675 -2.208 -1.242
H -4.864 -3.511 -0.373
I -0.511 3.575 0.028
I 0.416 6.015 -0.225
F -5.363 -0.812 -7.758
C -4.693 -0.702 -6.598
C -4.294 0.535 -6.128
F -4.579 1.638 -6.841
C -3.607 0.636 -4.933
F -3.255 1.872 -4.546
C -3.269 -0.469 -4.146
S -2.395 -0.328 -2.651
C -3.699 -1.698 -4.657
F -3.450 -2.832 -3.985
C -4.389 -1.825 -5.849
F -4.770 -3.035 -6.288


Formula: C27H34BMnN8
Source: the OMol25 dataset
Level of theory: wB97M-V/def2-TZVPD

strongest force on any atom	6.04	eV/Å
net charge	+2
2S+1	5
HOMO-LUMO gap (alpha / beta)	5.77 / 8.05	eV
⟨S²⟩	6.12

Atoms and positions in Å:
Mn 2.014 -0.548 0.258
C 3.327 -4.369 -0.774
C 2.268 -3.426 -0.800
N 2.799 -2.212 -0.685
N 4.165 -2.345 -0.385
C 4.493 -3.626 -0.502
B 4.988 -1.193 0.329
N 4.858 0.092 -0.463
C 5.826 0.706 -1.131
C 5.278 1.749 -1.877
C 3.867 1.568 -1.651
N 3.622 0.566 -0.774
N 4.307 -1.003 1.780
C 4.600 -1.603 2.944
C 3.501 -1.706 3.736
C 2.437 -1.152 2.999
N 2.930 -0.706 1.840
H 3.299 -5.438 -1.131
H 1.183 -3.489 -0.969
H 5.552 -3.964 -0.371
H 6.172 -1.582 0.440
H 6.815 0.407 -0.925
H 5.648 2.603 -2.451
H 3.009 2.073 -2.059
H 5.661 -1.826 3.179
H 3.452 -2.158 4.705
H 1.393 -1.012 3.337
C -4.437 -3.968 0.865
C -4.240 -2.509 0.329
C -4.460 -2.576 -1.238
C -5.288 -1.530 1.003
C -2.849 -1.998 0.601
C -1.816 -2.770 1.145
C -0.456 -2.356 1.016
N -0.117 -1.228 0.437
C -1.101 -0.394 0.007
C -2.438 -0.793 -0.042
C -0.637 0.953 -0.264
C -1.519 1.986 -0.571
C -1.096 3.300 -0.517
C 0.306 3.498 -0.103
C 1.105 2.393 0.022
N 0.665 1.156 -0.127
C -1.995 4.494 -0.936
C -1.252 5.812 -0.995
C -2.593 4.090 -2.362
C -3.211 4.647 0.032
H -5.414 -4.333 0.574
H -4.371 -4.105 1.922
H -3.668 -4.641 0.343
H -5.311 -3.253 -1.332
H -3.605 -2.996 -1.772
H -4.573 -1.553 -1.723
H -6.209 -2.089 1.150
H -5.398 -0.628 0.370
H -4.889 -1.231 1.992
H -1.953 -3.729 1.584
H 0.290 -2.993 1.497
H -3.146 -0.137 -0.534
H -2.539 1.720 -0.826
H 0.710 4.501 0.009
H 2.110 2.500 0.362
H -0.514 5.848 -1.798
H -0.788 6.098 -0.083
H -1.981 6.522 -1.345
H -1.877 3.597 -2.985
H -2.974 4.978 -2.824
H -3.365 3.355 -2.308
H -2.866 4.859 1.071
H -3.798 3.725 0.062
H -3.907 5.371 -0.309